Record 1
Below is an isolated molecule of C3H5N3, with properties calculated with wB97M-V/def2-TZVPD.

Geometry as XYZ:
```
11
Properties=species:S:1:pos:R:3:mulliken_charge:R:1
C 0.30037 -0.45671 -1.58917 -0.994
C 0.02757 -0.00203 -0.19133 0.622
N -0.34323 1.24521 0.08937 -0.581
N -0.49111 1.23639 1.40242 0.303
N -0.25124 0.09653 2.01864 -0.587
C 0.08379 -0.71495 1.02122 -0.239
H 1.17326 -1.11552 -1.62524 0.291
H -0.55077 -1.00906 -2.00209 0.234
H 0.48843 0.40672 -2.23190 0.309
H -0.78290 2.06109 1.90229 0.241
H 0.34582 -1.74766 1.20580 0.401
```

Output
Structure (SMILES) ... Cc1cn[nH]n1
2S+1 ... 1
LUMO level ... 0.043 hartree
ΔE to the lowest compared entry with this formula, charge and spin ... 0.763 eV
E_HOMO ... -9.782 eV
Gap between HOMO and LUMO ... 10.95 eV


Record 2
Below is a cluster of 2 separate species, C3H5N3 in total at a distorted geometry, with properties calculated with wB97M-V/def2-TZVPD.

Geometry as XYZ:
```
11
Properties=species:S:1:pos:R:3:mulliken_charge:R:1
C -1.84867 -0.19751 0.02192 -0.717
N -0.50176 -0.01932 -0.45046 -0.380
C 0.35108 0.86076 -0.17083 0.463
N 1.57964 1.10959 0.01315 -0.544
C 2.21220 -0.82466 0.05083 0.063
N 1.31723 -1.57329 -0.09366 -0.357
H -2.49913 -0.48783 -0.80787 0.262
H -1.85284 -1.01269 0.75499 0.260
H -2.26575 0.69613 0.50137 0.301
H 0.26946 2.00477 -0.02808 0.333
H 3.23853 -0.55593 0.20865 0.317
```

Output
2S+1 ... 1
LUMO level (alpha / beta) ... -0.040 / -0.040 hartree
ΔE to the lowest compared entry with this formula, charge and spin ... 5.501 eV
E_HOMO (alpha / beta) ... -9.126 / -9.126 eV
Gap between HOMO and LUMO (alpha / beta) ... 8.05 / 8.05 eV


Record 3
Below is an isolated molecule of C3H5N3 at a distorted geometry, with properties calculated with wB97M-V/def2-TZVPD.

Geometry as XYZ:
```
11
Properties=species:S:1:pos:R:3:mulliken_charge:R:1
N 1.22054 -1.13713 0.28012 -0.257
C 0.13865 -0.15378 0.18943 0.284
C 0.00596 0.15826 -1.15469 -0.862
N -0.99803 1.05419 -1.09410 0.343
N -1.49841 1.32716 0.13985 -0.757
C -0.78786 0.56924 0.96392 -0.500
H 0.96916 -2.07886 0.59099 0.333
H 2.07609 -0.84232 0.75728 0.333
H 1.27283 -1.03254 -0.81913 0.443
H -1.40396 1.53209 -1.88089 0.226
H -0.99499 0.60369 2.02723 0.414
```

Output
2S+1 ... 1
LUMO level ... 0.011 hartree
ΔE to the lowest compared entry with this formula, charge and spin ... 3.657 eV
E_HOMO ... -8.330 eV
Gap between HOMO and LUMO ... 8.63 eV


Record 4
Below is an isolated molecule of C3H5N3 at a distorted geometry, with properties calculated with wB97M-V/def2-TZVPD.

Geometry as XYZ:
```
11
Properties=species:S:1:pos:R:3:mulliken_charge:R:1
C -1.15711 0.45925 -0.20427 -0.383
C -0.84270 -0.89446 0.36431 -0.113
C 1.14441 0.63095 -0.43484 0.009
H -1.72261 1.12796 0.39852 0.278
H -1.84120 0.46605 -1.06203 0.261
H -1.66102 -1.53209 0.63281 0.399
H 2.23099 -0.69697 0.77316 0.246
H 2.12554 1.13899 -0.73752 0.309
N 0.35656 -1.33976 0.67043 -0.631
N 1.31829 -0.53765 0.29056 0.104
N 0.04884 1.17771 -0.69113 -0.479
```

Output
Structure (SMILES) ... C1=NCC=NN1
2S+1 ... 1
LUMO level ... 0.036 hartree
ΔE to the lowest compared entry with this formula, charge and spin ... 2.009 eV
E_HOMO ... -8.342 eV
Gap between HOMO and LUMO ... 9.32 eV